Record 1
# C7H19NO5

A cluster of 6 separate species, C7H19NO5 in total (ωB97M-V/def2-TZVPD, OMol25).

Results
- HOMO: -8.434 eV
- Net charge: 0
- Multiplicity: 1
- LUMO energy: 0.36 eV
- HOMO-LUMO gap: 8.80 eV
- ΔE to the lowest compared entry with this formula, charge and spin: 100.5 kJ/mol

Positions of all 32 atoms, in Å:
C 0.43 2.35 -0.89
C 0.76 1.07 -0.78
C -0.11 -0.09 -1.01
C -1.45 -0.06 -1.33
N -1.87 -1.34 -1.49
C -0.86 -2.20 -1.17
C 0.24 -1.46 -0.84
C 1.60 -1.93 -0.44
H -0.54 2.58 -1.31
H 1.11 3.18 -0.79
H 1.74 0.77 -0.41
H -2.13 0.77 -1.45
H -2.80 -1.56 -1.79
H -0.94 -3.28 -1.16
H 2.01 -1.42 0.43
H 1.52 -2.96 -0.05
H 2.26 -2.11 -1.28
O 0.43 2.59 2.46
H -0.13 1.90 2.87
H 1.26 2.22 2.79
O 1.70 -0.20 -3.67
H 1.86 0.43 -2.95
H 0.87 -0.60 -3.38
O -0.16 -0.03 3.14
H 0.56 -0.27 3.74
H -0.51 -0.90 2.85
O -0.73 -2.42 1.96
H 0.09 -2.62 1.50
H -1.31 -2.02 1.30
O -2.02 3.18 0.88
H -1.19 3.48 0.49
H -1.69 2.98 1.77


Record 2
# C14H30AsBrFO6P2

A structure of composition C14H30AsBrFO6P2 (ωB97M-V/def2-TZVPD, OMol25).

Results
- HOMO: -3.759 eV
- Net charge: -1
- Multiplicity: 1
- LUMO energy: 2.84 eV
- HOMO-LUMO gap: 6.60 eV

Positions of all 55 atoms, in Å:
C 5.41 -0.98 0.03
C 4.19 -1.13 -0.45
As 2.53 -0.98 0.71
F 2.96 -2.57 1.60
C 1.48 -2.11 -0.57
O 0.27 -1.50 -0.94
C -0.79 -2.39 -1.23
C -2.07 -1.58 -1.27
O -3.03 -2.18 -0.41
C -4.25 -1.47 -0.39
C -4.37 -0.72 0.94
O -5.29 0.36 0.88
C -4.77 1.51 0.23
C -5.36 2.76 0.88
C 0.83 -0.87 1.95
C -0.15 0.23 1.76
O -1.11 0.21 1.04
O 0.09 1.36 2.52
P 3.93 0.29 2.32
O 2.77 1.10 3.18
Br 4.46 -1.15 3.96
P 2.04 1.10 -0.44
C 3.51 2.22 -0.26
C 2.09 0.77 -2.26
C 1.16 1.71 -3.02
H 5.65 -1.33 1.03
H 6.22 -0.46 -0.49
H 4.03 -1.28 -1.52
H 1.29 -3.05 -0.05
H 2.08 -2.34 -1.47
H -0.88 -3.16 -0.46
H -0.60 -2.87 -2.20
H -2.48 -1.50 -2.29
H -1.82 -0.57 -0.93
H -5.06 -2.21 -0.47
H -4.34 -0.77 -1.23
H -3.38 -0.38 1.25
H -4.75 -1.39 1.71
H -5.03 1.49 -0.83
H -3.67 1.51 0.30
H -4.64 3.23 1.55
H -6.23 2.47 1.47
H -5.65 3.50 0.13
H 1.25 -0.83 2.96
H 0.31 -1.81 1.82
H -0.19 2.09 1.96
H 2.31 1.74 2.62
H 3.38 2.91 0.57
H 4.47 1.70 -0.20
H 3.53 2.83 -1.18
H 1.81 -0.26 -2.48
H 3.11 0.91 -2.62
H 0.11 1.43 -2.86
H 1.31 2.76 -2.72
H 1.35 1.64 -4.09


Record 3
# C16H32N

The ion C16H32N with charge +1 (ωB97M-V/def2-TZVPD, OMol25).

Results
- HOMO: -12.807 eV
- Net charge: +1
- Multiplicity: 1
- LUMO energy: -2.40 eV
- HOMO-LUMO gap: 10.41 eV
- ΔE to the lowest compared entry with this formula, charge and spin: 25.4 kJ/mol

Positions of all 49 atoms, in Å:
C -7.40 -0.29 0.66
C -6.11 0.25 0.33
C -5.03 0.70 0.06
C -3.74 1.29 -0.28
N -2.61 0.30 -0.17
C -2.92 -0.84 -1.04
C -2.52 -0.15 1.23
C -1.36 1.00 -0.60
C -0.02 0.38 -0.21
C 0.35 -0.94 -0.89
C 1.86 -1.20 -0.86
C 2.40 -1.41 0.56
C 3.87 -1.85 0.59
C 4.87 -0.71 0.74
C 4.93 0.24 -0.46
C 6.16 1.15 -0.44
C 6.16 2.14 0.72
H -7.65 -1.10 -0.03
H -7.40 -0.68 1.68
H -8.15 0.49 0.58
H -3.54 2.12 0.40
H -3.77 1.67 -1.30
H -2.14 -1.60 -0.96
H -2.99 -0.52 -2.07
H -3.88 -1.27 -0.75
H -2.21 0.67 1.87
H -3.50 -0.50 1.56
H -1.81 -0.97 1.32
H -1.41 1.11 -1.68
H -1.39 2.00 -0.16
H 0.73 1.12 -0.51
H 0.06 0.28 0.87
H 0.04 -0.91 -1.94
H -0.15 -1.78 -0.41
H 2.06 -2.10 -1.44
H 2.38 -0.37 -1.34
H 2.29 -0.49 1.14
H 1.79 -2.18 1.04
H 4.09 -2.42 -0.31
H 4.01 -2.52 1.44
H 4.64 -0.15 1.64
H 5.86 -1.15 0.87
H 4.03 0.87 -0.48
H 4.95 -0.35 -1.38
H 7.06 0.53 -0.39
H 6.19 1.71 -1.38
H 5.25 2.74 0.71
H 7.01 2.81 0.64
H 6.22 1.62 1.67


Record 4
# C30H33N3OS2Tm

A structure of composition C30H33N3OS2Tm (ωB97M-V/def2-TZVPD, OMol25).

Results
- HOMO (alpha / beta): -10.583 / -10.585 eV
- Net charge: +1
- ⟨S²⟩: 2.002
- Multiplicity: 3
- LUMO energy (alpha / beta): -3.02 / -3.01 eV
- HOMO-LUMO gap (alpha / beta): 7.57 / 7.57 eV
- ΔE to the lowest compared entry with this formula, charge and spin: 192.5 kJ/mol

Positions of all 70 atoms, in Å:
Tm 10.70 11.27 10.32
C 7.03 9.31 11.61
C 8.53 9.34 11.69
C 9.28 8.67 10.69
C 10.70 8.52 10.77
C 11.42 7.55 9.82
C 11.33 9.22 11.84
C 10.60 9.98 12.85
C 11.26 10.58 14.02
C 9.19 10.10 12.70
H 6.75 8.86 10.65
H 6.65 10.32 11.77
H 6.60 8.65 12.45
H 8.60 8.21 9.91
H 12.42 7.36 10.13
H 11.48 7.91 8.83
H 10.87 6.59 9.69
H 12.38 9.09 12.06
H 12.33 10.78 13.80
H 11.22 9.83 14.80
H 10.74 11.51 14.38
H 8.52 10.72 13.27
C 16.46 10.33 11.20
C 16.40 11.23 9.97
N 15.51 12.37 10.10
C 16.15 13.67 10.58
C 16.45 13.69 12.07
C 14.16 12.28 10.06
S 13.45 10.85 9.45
N 13.42 13.42 10.21
C 12.46 13.51 11.10
O 11.88 12.47 11.67
C 11.90 14.81 11.34
C 11.18 15.14 12.53
C 10.79 16.46 12.86
C 11.15 17.50 12.02
C 11.85 17.25 10.83
C 12.22 15.93 10.53
H 17.16 9.55 10.98
H 15.47 9.88 11.50
H 16.89 10.89 12.04
H 15.98 10.62 9.18
H 17.49 11.60 9.84
H 15.45 14.49 10.34
H 17.01 13.73 10.00
H 15.89 12.96 12.66
H 16.38 14.65 12.53
H 17.50 13.35 12.17
H 10.99 14.34 13.22
H 10.25 16.63 13.83
H 10.75 18.47 12.21
H 12.14 18.08 10.21
H 12.62 15.66 9.56
S 9.20 12.75 6.06
C 10.57 11.76 5.71
C 11.19 11.27 6.87
C 10.59 11.81 8.03
C 9.43 12.53 7.82
C 8.52 12.87 8.88
C 7.24 13.32 8.63
C 6.32 13.60 9.71
C 6.68 13.26 11.02
C 7.95 12.72 11.20
N 8.84 12.60 10.19
H 10.88 11.55 4.68
H 12.13 10.75 6.93
H 6.92 13.51 7.58
H 5.41 14.14 9.50
H 6.05 13.42 11.93
H 8.33 12.50 12.22


Record 5
# C5H5Br

The molecule C5H5Br (ωB97M-V/def2-TZVPD, OMol25).

Results
- HOMO: -8.891 eV
- Net charge: 0
- Multiplicity: 1
- LUMO energy: -0.74 eV
- HOMO-LUMO gap: 8.15 eV
- ΔE to the lowest compared entry with this formula, charge and spin: 355.3 kJ/mol

Positions of all 11 atoms, in Å:
C 0.07 0.37 0.06
C 0.82 1.48 0.51
C -0.63 -0.72 0.82
C -1.35 -0.10 -0.28
C 1.36 0.66 -0.59
Br 2.91 -0.38 -0.05
H -0.13 -1.65 0.63
H -1.03 -0.58 1.77
H -1.40 -0.61 -1.15
H -2.09 0.54 -0.14
H 1.48 0.97 -1.58


Repeat the first record exactly.
# C7H19NO5

A cluster of 6 separate species, C7H19NO5 in total (ωB97M-V/def2-TZVPD, OMol25).

Results
- HOMO: -8.434 eV
- Net charge: 0
- Multiplicity: 1
- LUMO energy: 0.36 eV
- HOMO-LUMO gap: 8.80 eV
- ΔE to the lowest compared entry with this formula, charge and spin: 100.5 kJ/mol

Positions of all 32 atoms, in Å:
C 0.43 2.35 -0.89
C 0.76 1.07 -0.78
C -0.11 -0.09 -1.01
C -1.45 -0.06 -1.33
N -1.87 -1.34 -1.49
C -0.86 -2.20 -1.17
C 0.24 -1.46 -0.84
C 1.60 -1.93 -0.44
H -0.54 2.58 -1.31
H 1.11 3.18 -0.79
H 1.74 0.77 -0.41
H -2.13 0.77 -1.45
H -2.80 -1.56 -1.79
H -0.94 -3.28 -1.16
H 2.01 -1.42 0.43
H 1.52 -2.96 -0.05
H 2.26 -2.11 -1.28
O 0.43 2.59 2.46
H -0.13 1.90 2.87
H 1.26 2.22 2.79
O 1.70 -0.20 -3.67
H 1.86 0.43 -2.95
H 0.87 -0.60 -3.38
O -0.16 -0.03 3.14
H 0.56 -0.27 3.74
H -0.51 -0.90 2.85
O -0.73 -2.42 1.96
H 0.09 -2.62 1.50
H -1.31 -2.02 1.30
O -2.02 3.18 0.88
H -1.19 3.48 0.49
H -1.69 2.98 1.77


What did the first record say?
# C7H19NO5

A cluster of 6 separate species, C7H19NO5 in total (ωB97M-V/def2-TZVPD, OMol25).

Results
- HOMO: -8.434 eV
- Net charge: 0
- Multiplicity: 1
- LUMO energy: 0.36 eV
- HOMO-LUMO gap: 8.80 eV
- ΔE to the lowest compared entry with this formula, charge and spin: 100.5 kJ/mol

Positions of all 32 atoms, in Å:
C 0.43 2.35 -0.89
C 0.76 1.07 -0.78
C -0.11 -0.09 -1.01
C -1.45 -0.06 -1.33
N -1.87 -1.34 -1.49
C -0.86 -2.20 -1.17
C 0.24 -1.46 -0.84
C 1.60 -1.93 -0.44
H -0.54 2.58 -1.31
H 1.11 3.18 -0.79
H 1.74 0.77 -0.41
H -2.13 0.77 -1.45
H -2.80 -1.56 -1.79
H -0.94 -3.28 -1.16
H 2.01 -1.42 0.43
H 1.52 -2.96 -0.05
H 2.26 -2.11 -1.28
O 0.43 2.59 2.46
H -0.13 1.90 2.87
H 1.26 2.22 2.79
O 1.70 -0.20 -3.67
H 1.86 0.43 -2.95
H 0.87 -0.60 -3.38
O -0.16 -0.03 3.14
H 0.56 -0.27 3.74
H -0.51 -0.90 2.85
O -0.73 -2.42 1.96
H 0.09 -2.62 1.50
H -1.31 -2.02 1.30
O -2.02 3.18 0.88
H -1.19 3.48 0.49
H -1.69 2.98 1.77


Please write out number 4 again, unchanged.
# C30H33N3OS2Tm

A structure of composition C30H33N3OS2Tm (ωB97M-V/def2-TZVPD, OMol25).

Results
- HOMO (alpha / beta): -10.583 / -10.585 eV
- Net charge: +1
- ⟨S²⟩: 2.002
- Multiplicity: 3
- LUMO energy (alpha / beta): -3.02 / -3.01 eV
- HOMO-LUMO gap (alpha / beta): 7.57 / 7.57 eV
- ΔE to the lowest compared entry with this formula, charge and spin: 192.5 kJ/mol

Positions of all 70 atoms, in Å:
Tm 10.70 11.27 10.32
C 7.03 9.31 11.61
C 8.53 9.34 11.69
C 9.28 8.67 10.69
C 10.70 8.52 10.77
C 11.42 7.55 9.82
C 11.33 9.22 11.84
C 10.60 9.98 12.85
C 11.26 10.58 14.02
C 9.19 10.10 12.70
H 6.75 8.86 10.65
H 6.65 10.32 11.77
H 6.60 8.65 12.45
H 8.60 8.21 9.91
H 12.42 7.36 10.13
H 11.48 7.91 8.83
H 10.87 6.59 9.69
H 12.38 9.09 12.06
H 12.33 10.78 13.80
H 11.22 9.83 14.80
H 10.74 11.51 14.38
H 8.52 10.72 13.27
C 16.46 10.33 11.20
C 16.40 11.23 9.97
N 15.51 12.37 10.10
C 16.15 13.67 10.58
C 16.45 13.69 12.07
C 14.16 12.28 10.06
S 13.45 10.85 9.45
N 13.42 13.42 10.21
C 12.46 13.51 11.10
O 11.88 12.47 11.67
C 11.90 14.81 11.34
C 11.18 15.14 12.53
C 10.79 16.46 12.86
C 11.15 17.50 12.02
C 11.85 17.25 10.83
C 12.22 15.93 10.53
H 17.16 9.55 10.98
H 15.47 9.88 11.50
H 16.89 10.89 12.04
H 15.98 10.62 9.18
H 17.49 11.60 9.84
H 15.45 14.49 10.34
H 17.01 13.73 10.00
H 15.89 12.96 12.66
H 16.38 14.65 12.53
H 17.50 13.35 12.17
H 10.99 14.34 13.22
H 10.25 16.63 13.83
H 10.75 18.47 12.21
H 12.14 18.08 10.21
H 12.62 15.66 9.56
S 9.20 12.75 6.06
C 10.57 11.76 5.71
C 11.19 11.27 6.87
C 10.59 11.81 8.03
C 9.43 12.53 7.82
C 8.52 12.87 8.88
C 7.24 13.32 8.63
C 6.32 13.60 9.71
C 6.68 13.26 11.02
C 7.95 12.72 11.20
N 8.84 12.60 10.19
H 10.88 11.55 4.68
H 12.13 10.75 6.93
H 6.92 13.51 7.58
H 5.41 14.14 9.50
H 6.05 13.42 11.93
H 8.33 12.50 12.22


What is the multiplicity in the fifth record?
1